ORCA calculation (ωB97M-V with the def2-TZVPD basis set) on a molecular structure, C40H46MgP2Si.

```
90
Properties=species:S:1:pos:R:3:forces:R:3
Mg 2.114602 -1.126895 2.366246 -0.36 -1.85 0.54
C 2.133468 -4.984943 -0.983811 -0.08 0.70 -0.52
C 1.676057 -4.112821 -1.909747 1.10 -0.29 0.51
C 0.300288 -3.910192 -2.458832 -0.48 0.15 -1.13
C -0.653222 -3.182782 -1.487635 0.12 0.02 -0.24
C -1.189561 -4.025469 -0.354685 0.44 0.38 0.34
C -0.903440 -5.298962 -0.056589 -0.14 0.29 0.40
C -0.051967 -6.311705 -0.780072 -0.28 -0.26 -0.66
C 1.464414 -6.269375 -0.594221 -0.41 0.51 0.82
C 0.621356 -1.262601 3.861577 -0.02 -0.26 -0.14
H 3.064554 -4.748670 -0.413955 -0.43 -0.38 -1.07
H 2.395175 -3.427522 -2.373424 -0.06 0.26 0.83
H -0.165644 -4.829192 -2.824857 0.00 0.35 0.03
H 0.401801 -3.282014 -3.365520 -0.08 -0.17 0.41
H -0.121596 -2.301927 -1.068500 -0.23 -0.44 -0.04
H -1.489907 -2.738892 -2.063087 0.23 -0.30 0.23
H -1.787706 -3.418399 0.352063 0.13 -0.69 -0.33
H -1.358457 -5.710292 0.843201 -0.01 0.25 0.03
H -0.213712 -6.200919 -1.846022 -0.24 -0.46 0.03
H -0.408450 -7.316859 -0.507221 0.11 0.26 -0.05
H 1.722730 -6.454467 0.444128 -0.39 0.03 -0.28
H 1.889291 -7.104952 -1.176381 0.05 0.29 0.16
H 1.292344 -1.817399 4.536264 -0.10 0.04 0.00
H -0.148177 -1.996489 3.552875 0.46 0.24 -0.23
H 0.092257 -0.533399 4.459043 0.10 0.47 -0.02
P 0.503706 4.220955 -1.078241 0.37 0.44 -0.29
P -2.252054 4.083108 0.649308 -1.22 1.01 1.13
C -1.112764 3.907085 -1.840299 -1.10 -0.16 0.28
C -2.259029 4.026465 -1.129625 0.95 -0.41 -1.52
C 1.028206 5.614833 -2.219172 0.31 0.45 0.05
C 0.538206 5.823999 -3.517541 0.12 0.13 -0.20
C 0.944725 6.926697 -4.289260 0.05 -0.09 0.16
C 1.879288 7.839859 -3.788986 -0.19 -0.41 0.47
C 2.363215 7.657434 -2.483369 -0.15 -0.09 -0.15
C 1.923330 6.581690 -1.700520 -0.16 -0.32 -0.39
C 1.371402 2.735847 -1.731178 0.08 0.25 -0.17
C 0.972359 1.498709 -1.189796 0.22 0.15 -0.27
C 1.562693 0.324454 -1.645615 0.31 0.24 -0.23
C 2.543916 0.397733 -2.650175 0.02 -0.09 0.07
C 2.951916 1.626532 -3.176982 -0.14 -0.04 0.31
C 2.376202 2.810286 -2.703362 -0.25 -0.63 0.17
C -3.611655 5.406718 0.706608 0.11 0.32 0.07
C -3.328127 6.666222 0.137731 -0.43 -0.16 0.14
C -4.307596 7.666041 0.077039 -0.05 -0.14 0.12
C -5.596970 7.449968 0.584816 0.41 -0.66 0.02
C -5.882508 6.197829 1.145640 0.37 0.20 -0.08
C -4.893409 5.202849 1.228197 -0.19 -0.01 -0.09
C -3.303991 2.620479 1.059095 0.52 -0.15 0.16
C -3.309268 2.210309 2.413304 -0.36 -0.13 -0.76
C -4.086842 1.115481 2.791131 -0.07 0.13 -0.38
C -4.819795 0.417130 1.816214 0.02 0.25 0.03
C -4.799712 0.808391 0.472424 0.32 0.26 0.41
C -4.021616 1.909204 0.094863 -0.28 -0.28 0.29
H -1.119445 3.640590 -2.908029 -0.24 0.36 0.38
H -3.234861 4.048710 -1.621796 0.27 -0.23 -0.12
H -0.174599 5.120027 -3.954506 0.27 0.30 0.12
H 0.527957 7.075495 -5.292159 0.17 -0.15 0.42
H 2.210134 8.689124 -4.393430 -0.12 -0.33 0.24
H 3.084298 8.368307 -2.075373 -0.24 -0.22 -0.06
H 2.279037 6.463160 -0.674836 -0.03 0.09 -0.28
H 0.181712 1.466885 -0.434397 0.22 0.02 -0.18
H 1.266823 -0.643039 -1.228616 0.09 0.29 -0.26
H 2.995334 -0.523350 -3.020609 -0.10 0.23 0.10
H 3.723563 1.677404 -3.947433 -0.24 -0.12 0.22
H 2.685830 3.772959 -3.103622 -0.08 -0.16 0.07
H -2.339708 6.851478 -0.281847 -0.16 0.04 0.06
H -4.072434 8.626720 -0.377845 0.04 -0.19 0.09
H -6.363473 8.227501 0.533865 0.30 -0.28 -0.01
H -6.884745 5.989138 1.512116 0.18 0.01 0.03
H -5.141827 4.236090 1.678293 0.02 0.39 -0.18
H -2.714722 2.756340 3.146913 -0.16 -0.12 -0.17
H -4.133759 0.830482 3.843962 0.02 -0.07 -0.37
H -5.427837 -0.430313 2.113892 0.05 0.05 -0.01
H -5.391373 0.283666 -0.278947 0.20 0.04 0.27
H -3.994240 2.201863 -0.955738 -0.02 -0.06 0.36
C 3.238186 -7.433368 1.731442 -0.09 0.39 -0.29
Si 3.720115 -6.174394 3.063917 0.68 -1.60 0.20
C 3.135541 -7.058777 4.657747 -0.94 0.70 0.15
C 5.535250 -6.676979 3.430150 0.53 0.94 -0.55
C 3.233758 -4.405471 2.509816 -0.30 1.82 0.30
C 2.923679 -3.201804 2.272071 0.81 -2.26 0.43
H 3.752046 -8.405393 1.795395 -0.03 0.43 0.32
H 3.485572 -6.992448 0.749749 -0.11 -0.44 0.35
H 2.150233 -7.618303 1.789183 0.51 -0.05 -0.15
H 3.768499 -7.935927 4.854691 -0.14 0.35 -0.37
H 3.197160 -6.428216 5.544121 -0.02 0.08 0.12
H 2.104144 -7.408964 4.587282 -0.09 0.04 0.07
H 6.186865 -6.576983 2.555156 0.07 0.05 0.11
H 5.964287 -6.062712 4.230273 0.02 -0.05 -0.08
H 5.592674 -7.728665 3.766064 -0.34 0.53 -0.29
```
Forces are in eV/Å.

## Properties
**Relative energy (zero: lowest compared OMol25 entry of this formula, charge and spin)**: 155.4 kJ/mol
**E_LUMO**: -1.07 eV
**Net charge**: 0